DFT (ωB97M-V/def2-TZVPD) results for C7H19AgClFNO9P as an isolated structure.

Geometry as XYZ:
```
40
Properties=species:S:1:pos:R:3:lowdin_charge:R:1
Ag -0.72 0.40 -3.13 0.627
F -1.04 -0.15 -5.52 -0.824
Cl -0.17 3.15 -3.35 -0.621
N -3.77 1.38 -2.78 -0.719
O -3.29 0.37 -2.34 -0.114
O -3.89 1.37 -4.03 -0.085
O -4.01 2.37 -2.16 -0.051
C 0.25 -0.83 4.66 -0.105
O 0.59 -0.47 3.30 -0.229
P 0.06 0.89 2.60 0.481
O -1.08 1.49 3.37 -0.268
O 1.34 1.81 2.30 -0.215
C 2.08 2.38 3.37 -0.111
O -0.44 0.38 1.10 -0.227
C -0.59 1.36 0.10 -0.130
H 1.13 -0.87 5.30 0.071
H -0.22 -1.82 4.70 0.083
H -0.34 -0.07 5.18 0.073
H 3.13 2.49 3.11 0.087
H 2.00 1.93 4.36 0.079
H 1.65 3.37 3.54 0.089
H -1.42 1.14 -0.57 0.073
H 0.34 1.17 -0.44 0.052
H -0.55 2.42 0.33 0.096
C 2.65 0.14 -1.67 -0.073
O 1.34 -0.45 -2.01 -0.255
C 1.25 -1.78 -1.49 -0.218
C 0.10 -2.57 -2.12 -0.188
O -1.14 -1.88 -1.91 -0.222
C -1.87 -2.40 -0.77 -0.080
H 2.72 0.26 -0.59 0.074
H 2.60 1.18 -1.98 0.080
H 3.55 -0.30 -2.13 0.080
H 1.21 -1.65 -0.41 0.111
H 2.15 -2.39 -1.59 0.110
H 0.12 -3.63 -1.88 0.111
H 0.29 -2.65 -3.19 0.126
H -1.22 -2.16 0.07 0.067
H -1.97 -3.49 -0.80 0.073
H -2.80 -1.91 -0.50 0.090
```

The calculation puts the HOMO energy at -1.06 eV. As for the total charge: -2. The value obtained for the lowest unoccupied orbital energy is 3.7 eV. The calculation puts the total energy at -2058.30507 Eh.